68
Properties=species:S:1:pos:R:3 method="wB97M-V/def2-TZVPD" homo_lumo_gap_ev=6.19 charge=+1 relative_energy_kcal_mol=4.5 lumo_energy_ha=-0.1422 multiplicity=1 largest_force_ev_per_a=0.85 homo_ev=-10.063
Pt -0.7812 -0.1231 -0.3955
O 0.0584 6.6093 -0.0079
C -1.0703 6.0996 -0.0627
O -2.2404 6.5080 -0.0651
C -0.9971 4.4981 -0.1521
C 0.2356 3.8637 -0.1775
C 0.2745 2.4857 -0.2550
N -0.8706 1.7961 -0.2902
C -2.0755 2.3780 -0.2886
C -2.1654 3.7546 -0.2191
C -3.1805 1.3997 -0.3754
C -4.5166 1.7396 -0.3520
C -5.4764 0.7409 -0.3938
C -5.0745 -0.5818 -0.4668
C -3.7239 -0.8603 -0.5133
N -2.8005 0.1010 -0.4727
C 1.4670 1.6134 -0.2428
C 2.7641 2.0839 -0.2487
C 3.8149 1.1903 -0.1226
C 3.5383 -0.1544 0.0534
C 2.2212 -0.5651 0.0220
N 1.2126 0.2827 -0.1756
H 1.1302 4.4741 -0.1261
H -3.1111 4.2848 -0.2177
H -4.8012 2.7823 -0.2977
H -6.5282 0.9930 -0.3654
H -5.7946 -1.3874 -0.4908
H -3.3538 -1.8738 -0.5824
H 2.9441 3.1456 -0.3526
H 4.8386 1.5420 -0.1361
H 4.3278 -0.8771 0.2076
H 1.9495 -1.6004 0.1709
C 4.1763 -1.1658 -4.7928
C 3.0351 -1.6731 -3.9578
C 3.1997 -2.7508 -3.0892
C 2.1660 -3.2052 -2.2918
C 2.4092 -4.3486 -1.3320
C 0.9233 -2.5380 -2.3487
C -0.0676 -2.9415 -1.3690
O -0.7948 -2.2187 -0.6849
C 0.7045 -1.5092 -3.2889
C -0.6628 -0.9586 -3.6134
C 1.7748 -1.0902 -4.0611
H 5.0823 -1.7459 -4.6268
H 4.3857 -0.1209 -4.5565
H 3.9250 -1.2132 -5.8533
H 4.1626 -3.2488 -3.0377
H 3.4239 -4.7247 -1.4410
H 1.7264 -5.1806 -1.5220
H 2.2749 -4.0472 -0.2897
H -0.1639 -4.0141 -1.1705
H -1.4604 -1.4333 -3.0476
H -0.8620 -1.1344 -4.6730
H -0.7080 0.1173 -3.4559
H 1.6162 -0.2977 -4.7869
N -0.7761 -0.6340 2.2730
C -0.8366 -0.5542 3.4207
C -0.9154 -0.4456 4.8538
C -0.5519 0.7451 5.4819
C -0.6130 0.8305 6.8621
C -1.0325 -0.2619 7.6098
C -1.4044 -1.4432 6.9808
C -1.3485 -1.5413 5.6014
H -0.2269 1.5912 4.8903
H -0.3324 1.7524 7.3548
H -1.0697 -0.1924 8.6897
H -1.7385 -2.2904 7.5657
H -1.6355 -2.4558 5.0987

5
Properties=species:S:1:pos:R:3 method="wB97M-V/def2-TZVPD" homo_lumo_gap_ev=9.45 relative_energy_kcal_mol=125.1 lumo_energy_ha=-0.0977 multiplicity=1 largest_force_ev_per_a=4.55 homo_ev=-12.111
C 0.4882 -0.0757 -0.0202
O 1.3027 -0.9306 -0.1578
O -0.7466 -0.5595 0.0342
F -1.7960 0.6960 -0.1385
H 0.7516 0.8697 0.2822

8
Properties=species:S:1:pos:R:3 method="wB97M-V/def2-TZVPD" smiles="[H]/P=N/[PH]#[PH2]" homo_lumo_gap_ev=7.02 relative_energy_kcal_mol=16.3 lumo_energy_ha=-0.0361 multiplicity=1 largest_force_ev_per_a=2.39 homo_ev=-8.005
H 2.6645 1.2790 -2.2824
P 1.9491 1.8502 -1.2310
N 1.2939 0.4717 -0.7101
P 0.5341 0.3142 0.7818
P -1.3831 -0.5913 0.3194
H -0.0821 1.5851 1.3625
H -1.8704 -0.7555 1.6032
H -1.2917 -2.0569 0.0633

20
Properties=species:S:1:pos:R:3 method="wB97M-V/def2-TZVPD" homo_lumo_gap_ev="8.53 / 4.69" charge=+1 relative_energy_kcal_mol=106.4 lumo_energy_ha="-0.1779 / -0.3191" multiplicity=2 largest_force_ev_per_a=7.30 homo_ev="-13.375 / -13.374"
C 2.0028 -0.3436 -2.7728
C 1.9144 0.4016 -0.3965
N 0.6408 -0.0387 -0.1758
N 2.5775 0.6730 -1.8013
N 2.8689 0.4194 0.6351
H -0.0374 0.3162 -0.8312
H -2.0575 -1.7092 0.3945
H 3.6294 0.7523 -1.7452
H 3.1077 1.2127 1.0698
H 2.2999 -0.0447 1.4404
H 0.9569 -0.2032 -2.9528
H 2.1662 -1.3279 -2.3551
H 2.4217 -0.0339 -3.8268
C -3.3065 0.3276 2.4064
C -3.0317 -0.3425 1.1384
O -2.5635 -1.7144 1.2127
O -3.1744 0.0566 0.0439
H -2.4112 0.7069 3.0590
H -3.8530 -0.2482 3.1812
H -4.1509 1.1399 2.2760